# 1
# C5H11O2

A 2-piece molecular cluster, C5H11O2 overall at a distorted geometry (ωB97M-V/def2-TZVPD, OMol25).

ORCA input file:
```
! wB97M-V def2-TZVPD RIJCOSX def2/J DEFGRID3
* xyz -1 1
O -1.670 1.893 1.870
C -0.910 1.765 0.900
C -1.289 2.168 -0.518
H 0.160 1.452 0.991
H -2.392 2.487 -0.590
H -1.074 1.340 -1.226
H -0.622 2.958 -0.865
C 0.524 -1.109 0.494
O -0.081 -0.299 -0.434
C 1.085 -2.323 -0.346
C 1.943 -1.811 -1.554
H -0.180 -1.411 1.300
H 1.452 -0.612 0.977
H 0.343 -3.026 -0.615
H 1.751 -2.960 0.297
H 2.244 -2.652 -2.347
H 2.853 -1.374 -1.146
H 1.356 -1.100 -2.119
*
```

The value obtained for the LUMO energy is 4.25 eV. The value obtained for the HOMO energy is -2.90 eV.

=====

# 2
# C6H9NS2

A 2-piece molecular cluster, C6H9NS2 overall at a distorted geometry (ωB97M-V/def2-TZVPD, OMol25).

ORCA input file:
```
! wB97M-V def2-TZVPD RIJCOSX def2/J DEFGRID3
* xyz 0 3
C 2.403 0.915 0.964
C 2.191 1.739 1.774
C -0.674 0.811 0.035
C -0.494 -1.522 0.623
C 0.219 -0.822 -1.710
C -0.721 -0.558 -0.540
N -1.077 1.820 0.547
S -1.297 3.153 1.256
S -2.608 -0.627 -0.922
H 2.957 0.330 0.306
H 1.694 2.342 2.470
H -0.837 -1.187 1.586
H 0.481 -1.998 0.688
H -1.048 -2.514 0.382
H 1.014 -1.399 -1.363
H 0.636 0.202 -1.990
H -0.272 -1.297 -2.510
H -2.564 0.610 -1.595
*
```

The expectation value of S² is 2.0099. The value obtained for the LUMO energy (spin up / spin down) is 0.71 / -2.23 eV. The value obtained for the HOMO energy (spin up / spin down) is -5.51 / -8.85 eV.

=====

# 3
# C5H7N3

One molecule with the formula C5H7N3 at a distorted geometry (ωB97M-V/def2-TZVPD, OMol25).

ORCA input file:
```
! wB97M-V def2-TZVPD RIJCOSX def2/J DEFGRID3
* xyz 0 1
C 0.503 1.145 -1.389
C -0.759 1.003 -0.632
C -0.813 0.338 0.719
C 0.469 -0.263 1.157
C 0.745 -1.483 0.380
H 0.609 1.653 -2.354
H 1.417 1.247 -0.886
H -1.725 1.304 -1.126
H -1.641 -0.408 0.575
H -1.028 -0.108 2.628
H 1.299 0.400 0.865
H 1.458 -2.340 0.771
N -0.423 0.573 2.094
N 0.444 -1.322 -0.904
N -0.201 -0.134 -1.460
*
```

The value obtained for the LUMO energy is 0.69 eV. The value obtained for the HOMO energy is -9.00 eV. Its structure (SMILES) is C1=NN2C[C@@H]2[C@@H]2N[C@@H]12.

=====

# 4
# C7H11NO3

One molecule with the formula C7H11NO3 at a distorted geometry (ωB97M-V/def2-TZVPD, OMol25).

ORCA input file:
```
! wB97M-V def2-TZVPD RIJCOSX def2/J DEFGRID3
* xyz 0 1
C -1.776 1.731 1.309
C -0.580 1.289 1.476
C 0.388 -0.673 2.619
C 0.698 0.047 -1.929
C 0.385 0.394 1.523
C -1.140 -0.541 -0.546
C -0.670 0.475 -1.496
N -2.144 -0.295 0.229
O -2.682 -1.087 0.944
O -2.585 1.056 0.305
O -1.574 0.597 -2.596
H -2.540 2.412 1.811
H 0.966 -0.236 3.492
H -0.614 -0.908 3.021
H 0.829 -1.664 2.343
H 1.248 0.045 -0.945
H 0.621 -0.884 -2.567
H 1.266 0.702 -2.585
H 1.293 0.345 1.002
H -1.020 -1.566 -1.008
H -0.640 1.471 -1.105
H -1.868 1.504 -2.684
*
```

The value obtained for the LUMO energy (spin up / spin down) is 0.51 / 0.51 eV. The value obtained for the HOMO energy (spin up / spin down) is -8.72 / -8.72 eV. Its structure (SMILES) is CC=C=CO/[N+]([O-])=C\[C@@H](C)O.

=====

# 5
# C3H9N2O

A 2-piece molecular cluster, C3H9N2O overall (ωB97M-V/def2-TZVPD, OMol25).

ORCA input file:
```
! wB97M-V def2-TZVPD RIJCOSX def2/J DEFGRID3
* xyz 1 1
C -1.151 -0.867 -1.320
C -0.174 -0.253 -1.938
N -1.035 -1.290 0.080
H -2.117 -1.025 -1.770
H -0.251 -0.046 -2.996
H 0.703 0.122 -1.429
H -0.425 -2.105 0.153
H -0.680 -0.528 0.780
H -1.937 -1.607 0.436
C 0.589 1.425 1.538
N 1.842 1.067 1.232
O -0.371 0.666 1.647
H 0.498 2.488 1.801
H 2.492 1.791 0.967
H 2.016 0.161 0.822
*
```

The value obtained for the LUMO energy is -3.23 eV. The value obtained for the HOMO energy is -14.92 eV.

=====

Q: Number 5 is which compound?
A: C3H9N2O

=====

Q: What is the formula in the fourth record?
A: C7H11NO3